# 1
Entry from OMol25: an isolated ion of composition C13H18FN2 and charge +1 (ωB97M-V/def2-TZVPD).

Calculated values
SMILES string: C#C[n+]1ncc(F)c(CC)c1CCCCC
E_HOMO, hartree: -0.522
Orbital gap, eV: 9.24

ORCA input file:
```
! wB97M-V def2-TZVPD RIJCOSX def2/J DEFGRID3
* xyz 1 1
C 3.01 0.26 2.13
C 2.01 0.81 1.76
N 0.81 1.37 1.34
N 0.88 2.69 1.15
C -0.26 3.16 0.77
C -1.45 2.45 0.52
F -2.47 3.12 0.10
C -1.48 1.08 0.72
C -2.72 0.26 0.48
C -3.41 0.70 -0.87
C -0.24 0.58 1.19
C -0.11 -0.90 1.51
C 0.62 -1.72 0.40
C 0.40 -1.21 -1.06
C 1.74 -0.66 -1.61
C 2.58 -1.88 -2.13
H 4.01 0.05 2.48
H -0.29 4.24 0.63
H -3.46 0.38 1.28
H -2.53 -0.81 0.37
H -3.94 -0.19 -1.23
H -4.10 1.53 -0.73
H -2.61 0.94 -1.58
H 0.36 -1.06 2.48
H -1.11 -1.33 1.61
H 0.21 -2.74 0.46
H 1.69 -1.83 0.59
H -0.45 -0.53 -1.18
H 0.17 -2.10 -1.66
H 1.63 0.10 -2.39
H 2.33 -0.22 -0.79
H 2.78 -2.53 -1.27
H 3.49 -1.57 -2.65
H 1.93 -2.42 -2.84
*
```

Charges in e, computed with natural (NBO), in the same order as the atoms: atom 1 (C): -0.10, atom 2 (C): 0.10, atom 3 (N): -0.17, atom 4 (N): -0.10, atom 5 (C): -0.02, atom 6 (C): 0.45, atom 7 (F): -0.25, atom 8 (C): -0.03, atom 9 (C): -0.46, atom 10 (C): -0.59, atom 11 (C): 0.34, atom 12 (C): -0.47, atom 13 (C): -0.40, atom 14 (C): -0.42, atom 15 (C): -0.40, atom 16 (C): -0.60, atom 17 (H): 0.27, atom 18 (H): 0.25, atom 19 (H): 0.26, atom 20 (H): 0.24, atom 21 (H): 0.23, atom 22 (H): 0.23, atom 23 (H): 0.21, atom 24 (H): 0.27, atom 25 (H): 0.25, atom 26 (H): 0.23, atom 27 (H): 0.22, atom 28 (H): 0.19, atom 29 (H): 0.23, atom 30 (H): 0.21, atom 31 (H): 0.19, atom 32 (H): 0.20, atom 33 (H): 0.23, atom 34 (H): 0.21


# 2
Entry from OMol25: a 2-piece molecular cluster, C13H18N2 overall (ωB97M-V/def2-TZVPD).

Calculated values
E_HOMO (spin up / spin down), hartree: -0.267 / -0.267
Relative energy (zero: lowest compared OMol25 entry of this formula, charge and spin), kcal per mole: 108.3
Orbital gap (spin up / spin down), eV: 7.53 / 7.53

ORCA input file:
```
! wB97M-V def2-TZVPD RIJCOSX def2/J DEFGRID3
* xyz 0 1
C 1.23 -1.93 -0.27
C -3.02 0.65 -2.13
C -2.61 -0.75 -2.09
C -2.09 1.63 -2.34
C -1.27 -1.00 -2.13
C -0.77 1.30 -2.50
C -0.32 0.01 -2.27
C 1.12 -1.13 2.86
C -0.90 -1.70 1.61
C 2.64 0.39 -0.99
C 1.31 1.71 0.49
C 0.27 -0.73 1.57
C 1.10 -0.69 0.33
N 1.22 -2.98 -0.75
N 1.74 0.43 -0.05
H -4.08 0.87 -2.12
H -3.26 -1.53 -2.14
H -2.46 2.63 -2.28
H -0.82 -1.96 -1.73
H -0.02 2.11 -2.68
H 0.69 -0.93 3.88
H 1.37 -2.24 2.59
H 1.96 -0.46 2.94
H -1.50 -1.37 0.79
H -1.47 -1.62 2.52
H -0.85 -2.79 1.56
H 2.98 -0.57 -1.27
H 0.66 -0.40 -2.30
H 3.12 1.17 -1.37
H 0.17 1.79 0.75
H 2.03 1.99 1.31
H 1.44 2.41 -0.41
H -0.11 0.20 1.84
*
```

Charges in e, computed with natural (NBO), in the same order as the atoms: atom 1 (C): 0.26, atom 2 (C): -0.20, atom 3 (C): -0.21, atom 4 (C): -0.24, atom 5 (C): -0.21, atom 6 (C): -0.21, atom 7 (C): -0.23, atom 8 (C): -0.62, atom 9 (C): -0.63, atom 10 (C): -0.26, atom 11 (C): -0.43, atom 12 (C): -0.21, atom 13 (C): -0.12, atom 14 (N): -0.36, atom 15 (N): -0.19, atom 16 (H): 0.21, atom 17 (H): 0.21, atom 18 (H): 0.21, atom 19 (H): 0.24, atom 20 (H): 0.20, atom 21 (H): 0.21, atom 22 (H): 0.22, atom 23 (H): 0.19, atom 24 (H): 0.22, atom 25 (H): 0.21, atom 26 (H): 0.23, atom 27 (H): 0.20, atom 28 (H): 0.22, atom 29 (H): 0.19, atom 30 (H): 0.25, atom 31 (H): 0.23, atom 32 (H): 0.23, atom 33 (H): 0.20


# 3
Entry from OMol25: C13H18N2O as an isolated structure (ωB97M-V/def2-TZVPD).

Calculated values
E_HOMO, hartree: -0.296
Relative energy (zero: lowest compared OMol25 entry of this formula, charge and spin), kcal per mole: 225.0
Orbital gap, eV: 8.57

ORCA input file:
```
! wB97M-V def2-TZVPD RIJCOSX def2/J DEFGRID3
* xyz 0 1
C -1.64 0.69 2.19
C -2.27 1.61 1.13
C -2.42 1.03 -0.30
H -3.29 1.75 -0.78
H -3.06 0.19 -0.31
C -1.34 1.25 -1.10
N -0.32 0.40 -0.53
C 1.05 0.69 -0.35
N 1.76 -0.31 0.07
C 0.88 -1.50 -0.08
C 1.38 -2.78 0.18
C 0.30 -3.60 -0.27
C -1.20 -3.28 -0.86
C -1.19 -1.99 -0.95
C -0.31 -1.01 -0.74
H -2.23 -1.59 -1.30
H -1.92 -4.06 -0.96
H 0.30 -4.74 0.07
H 2.21 -3.24 0.51
C 1.64 2.06 -0.13
O 0.67 3.01 0.27
H 1.28 3.78 0.87
H 1.84 2.33 -1.25
C 3.00 2.10 0.64
H 3.76 1.36 -0.24
H 2.82 1.73 1.48
H 3.20 3.07 0.39
H -0.70 2.16 -1.26
H -1.59 0.95 -2.04
H -1.64 2.59 1.14
H -3.10 2.07 1.51
H -2.24 -0.12 2.02
H -1.57 1.13 3.14
H -0.74 0.54 1.83
*
```

Charges in e, computed with natural (NBO), in the same order as the atoms: atom 1 (C): -0.60, atom 2 (C): -0.38, atom 3 (C): -0.42, atom 4 (H): 0.20, atom 5 (H): 0.24, atom 6 (C): -0.24, atom 7 (N): -0.38, atom 8 (C): 0.37, atom 9 (N): -0.48, atom 10 (C): 0.15, atom 11 (C): -0.26, atom 12 (C): -0.17, atom 13 (C): -0.22, atom 14 (C): -0.23, atom 15 (C): 0.12, atom 16 (H): 0.17, atom 17 (H): 0.24, atom 18 (H): 0.19, atom 19 (H): 0.24, atom 20 (C): 0.07, atom 21 (O): -0.72, atom 22 (H): 0.47, atom 23 (H): 0.15, atom 24 (C): -0.55, atom 25 (H): 0.22, atom 26 (H): 0.20, atom 27 (H): 0.20, atom 28 (H): 0.25, atom 29 (H): 0.20, atom 30 (H): 0.20, atom 31 (H): 0.20, atom 32 (H): 0.20, atom 33 (H): 0.21, atom 34 (H): 0.20


# 4
Entry from OMol25: a 2-piece molecular cluster, C13H18N2O6 overall (ωB97M-V/def2-TZVPD).

Calculated values
SMILES string: N[C@@H](Cc1ccccc1)C(=O)O.N[C@@H](CC(=O)O)C(=O)O
E_HOMO, hartree: -0.331
Relative energy (zero: lowest compared OMol25 entry of this formula, charge and spin), kcal per mole: 20.8
Orbital gap, eV: 9.57

ORCA input file:
```
! wB97M-V def2-TZVPD RIJCOSX def2/J DEFGRID3
* xyz 0 1
N -0.79 -0.02 1.45
C -0.90 0.76 0.23
C -2.30 1.37 -0.06
C -3.36 0.30 -0.19
C -4.15 -0.06 0.90
C -5.09 -1.08 0.80
C -5.26 -1.75 -0.41
C -4.48 -1.40 -1.51
C -3.54 -0.38 -1.40
C 0.08 1.92 0.33
O 0.41 2.45 1.36
O 0.48 2.34 -0.88
H -1.58 -0.66 1.53
H -0.81 0.61 2.25
H -0.62 0.14 -0.62
H -2.25 1.96 -0.98
H -2.56 2.06 0.76
H -4.03 0.47 1.85
H -5.70 -1.35 1.66
H -6.00 -2.55 -0.50
H -4.60 -1.91 -2.46
H -2.93 -0.10 -2.26
H 1.06 3.11 -0.72
N 1.51 -0.38 0.28
C 2.95 -0.18 0.25
C 3.65 -1.51 -0.09
C 5.14 -1.50 0.10
O 5.95 -1.86 -0.72
O 5.50 -1.07 1.32
C 3.37 0.89 -0.75
O 2.64 1.38 -1.58
O 4.67 1.21 -0.63
H 1.07 0.45 0.65
H 1.18 -0.46 -0.68
H 3.29 0.13 1.24
H 3.44 -1.81 -1.12
H 3.22 -2.27 0.58
H 6.47 -1.09 1.35
H 4.87 1.85 -1.34
*
```

Charges in e, computed with natural (NBO), in the same order as the atoms: atom 1 (N): -0.82, atom 2 (C): -0.15, atom 3 (C): -0.45, atom 4 (C): 0.07, atom 5 (C): -0.26, atom 6 (C): -0.19, atom 7 (C): -0.22, atom 8 (C): -0.20, atom 9 (C): -0.25, atom 10 (C): 0.76, atom 11 (O): -0.61, atom 12 (O): -0.65, atom 13 (H): 0.37, atom 14 (H): 0.37, atom 15 (H): 0.21, atom 16 (H): 0.23, atom 17 (H): 0.22, atom 18 (H): 0.21, atom 19 (H): 0.21, atom 20 (H): 0.22, atom 21 (H): 0.22, atom 22 (H): 0.21, atom 23 (H): 0.50, atom 24 (N): -0.78, atom 25 (C): -0.16, atom 26 (C): -0.51, atom 27 (C): 0.80, atom 28 (O): -0.59, atom 29 (O): -0.69, atom 30 (C): 0.77, atom 31 (O): -0.60, atom 32 (O): -0.68, atom 33 (H): 0.36, atom 34 (H): 0.35, atom 35 (H): 0.24, atom 36 (H): 0.23, atom 37 (H): 0.26, atom 38 (H): 0.50, atom 39 (H): 0.50


# 5
Entry from OMol25: the molecule C13H18N3O2P (ωB97M-V/def2-TZVPD).

Calculated values
SMILES string: COCCCCc1cnc2cccc(P(N)O)c2n1
E_HOMO, hartree: -0.307
Orbital gap, eV: 7.34

ORCA input file:
```
! wB97M-V def2-TZVPD RIJCOSX def2/J DEFGRID3
* xyz 0 1
C 4.73 -1.54 0.20
O 3.55 -0.89 0.73
C 3.23 0.32 0.01
C 2.50 1.43 0.94
C 1.63 2.46 0.07
C 0.11 2.65 0.65
C -0.81 1.66 -0.23
C -1.05 1.94 -1.74
N -1.82 1.15 -2.65
C -2.33 0.01 -1.94
C -3.18 -1.02 -2.78
C -3.81 -2.29 -2.18
C -3.62 -2.58 -0.65
C -2.79 -1.60 0.21
P -2.62 -1.99 2.05
N -0.99 -1.71 2.64
O -3.58 -0.81 2.91
C -2.14 -0.30 -0.44
N -1.38 0.54 0.44
H 4.72 -1.63 -0.96
H 5.68 -0.97 0.54
H 4.82 -2.61 0.62
H 4.24 0.74 -0.40
H 2.60 0.04 -0.92
H 1.88 0.90 1.75
H 3.36 2.02 1.44
H 2.11 3.49 -0.06
H 1.56 2.01 -1.00
H 0.08 2.29 1.74
H -0.26 3.72 0.59
H -0.57 2.89 -2.18
H -3.32 -0.83 -3.91
H -4.38 -2.99 -2.87
H -4.10 -3.52 -0.22
H -0.71 -0.71 2.63
H -0.29 -2.32 2.20
H -3.08 0.03 2.76
*
```

Charges in e, computed with natural (NBO), in the same order as the atoms: atom 1 (C): -0.27, atom 2 (O): -0.56, atom 3 (C): -0.06, atom 4 (C): -0.43, atom 5 (C): -0.41, atom 6 (C): -0.44, atom 7 (C): 0.20, atom 8 (C): -0.02, atom 9 (N): -0.35, atom 10 (C): 0.07, atom 11 (C): -0.18, atom 12 (C): -0.23, atom 13 (C): -0.17, atom 14 (C): -0.43, atom 15 (P): 1.20, atom 16 (N): -1.15, atom 17 (O): -0.94, atom 18 (C): 0.23, atom 19 (N): -0.47, atom 20 (H): 0.18, atom 21 (H): 0.18, atom 22 (H): 0.20, atom 23 (H): 0.17, atom 24 (H): 0.17, atom 25 (H): 0.22, atom 26 (H): 0.22, atom 27 (H): 0.22, atom 28 (H): 0.21, atom 29 (H): 0.23, atom 30 (H): 0.23, atom 31 (H): 0.22, atom 32 (H): 0.24, atom 33 (H): 0.24, atom 34 (H): 0.24, atom 35 (H): 0.38, atom 36 (H): 0.40, atom 37 (H): 0.47


# 6
Entry from OMol25: C13H19AsF6FeN5O as an isolated structure (ωB97M-V/def2-TZVPD).

Calculated values
⟨S²⟩: 8.769
E_HOMO (spin up / spin down), hartree: -0.576 / -0.575
Relative energy (zero: lowest compared OMol25 entry of this formula, charge and spin), kcal per mole: 0.0
Orbital gap (spin up / spin down), eV: 8.99 / 5.34

ORCA input file:
```
! wB97M-V def2-TZVPD RIJCOSX def2/J DEFGRID3
* xyz 2 6
Fe -0.53 -0.17 -0.72
N 1.30 -0.28 -1.01
C 2.47 -0.23 -0.91
C 3.85 -0.16 -0.64
C 4.53 -1.23 -0.07
C 5.88 -1.10 0.31
C 6.61 0.05 0.03
C 5.87 1.12 -0.53
C 4.58 1.03 -0.98
H 4.02 -2.23 0.13
H 6.36 -1.91 0.84
H 7.65 0.18 0.20
H 6.35 2.07 -0.72
H 4.10 1.89 -1.47
F -0.68 1.45 1.03
As -0.29 2.99 0.17
F -0.41 1.90 -1.26
F -1.98 3.32 -0.05
F 0.13 4.28 -0.99
F -0.28 4.05 1.68
F 1.39 2.56 0.42
C -2.31 -1.23 2.20
C -0.83 -1.56 2.05
O -0.48 -1.75 0.64
C -0.04 -3.18 0.41
C 0.31 -3.38 -1.04
H -2.51 -1.52 3.22
H -2.93 -1.76 1.47
H -2.46 -0.12 2.06
H -0.57 -2.55 2.53
H -0.21 -0.76 2.48
H -0.86 -3.84 0.71
H 0.78 -3.43 1.12
H -0.58 -3.01 -1.60
H 0.51 -4.41 -1.38
H 1.15 -2.76 -1.34
N -6.59 1.76 -1.14
C -5.28 1.54 -0.96
N -4.59 2.56 -0.38
N -4.77 0.37 -1.31
C -3.53 0.06 -1.27
N -2.41 -0.29 -1.18
H -6.99 2.66 -0.95
H -7.20 1.00 -1.45
H -5.00 3.44 -0.09
H -3.55 2.55 -0.29
*
```

Charges in e, computed with natural (NBO), in the same order as the atoms: atom 1 (Fe): 2.03, atom 2 (N): -0.69, atom 3 (C): 0.68, atom 4 (C): -0.27, atom 5 (C): -0.09, atom 6 (C): -0.21, atom 7 (C): -0.07, atom 8 (C): -0.20, atom 9 (C): -0.10, atom 10 (H): 0.24, atom 11 (H): 0.25, atom 12 (H): 0.25, atom 13 (H): 0.25, atom 14 (H): 0.26, atom 15 (F): -0.65, atom 16 (As): 2.80, atom 17 (F): -0.64, atom 18 (F): -0.61, atom 19 (F): -0.57, atom 20 (F): -0.56, atom 21 (F): -0.59, atom 22 (C): -0.65, atom 23 (C): -0.07, atom 24 (O): -0.64, atom 25 (C): -0.06, atom 26 (C): -0.66, atom 27 (H): 0.26, atom 28 (H): 0.23, atom 29 (H): 0.22, atom 30 (H): 0.21, atom 31 (H): 0.22, atom 32 (H): 0.22, atom 33 (H): 0.21, atom 34 (H): 0.21, atom 35 (H): 0.28, atom 36 (H): 0.21, atom 37 (N): -0.72, atom 38 (C): 0.67, atom 39 (N): -0.77, atom 40 (N): -0.56, atom 41 (C): 0.75, atom 42 (N): -0.79, atom 43 (H): 0.43, atom 44 (H): 0.44, atom 45 (H): 0.43, atom 46 (H): 0.44


# 7
Entry from OMol25: C13H19AuCl2N3OSSeSi as an isolated structure (ωB97M-V/def2-TZVPD).

Calculated values
E_HOMO (spin up / spin down), hartree: -0.410 / -0.409
Relative energy (zero: lowest compared OMol25 entry of this formula, charge and spin), kcal per mole: 5.0
Orbital gap (spin up / spin down), eV: 5.55 / 5.55

ORCA input file:
```
! wB97M-V def2-TZVPD RIJCOSX def2/J DEFGRID3
* xyz 1 1
Au 0.28 0.43 -0.18
Cl 2.72 0.92 -1.43
C 2.87 2.53 -0.77
C 4.15 3.03 -0.63
C 4.34 4.32 -0.15
C 3.24 5.08 0.19
C 1.96 4.57 0.06
Cl 0.62 5.56 0.51
C 1.73 3.27 -0.43
S 0.08 2.72 -0.65
H 5.00 2.41 -0.91
H 5.33 4.71 -0.04
H 3.35 6.09 0.57
C -4.43 -1.36 0.10
Si -3.85 0.41 0.28
C -3.39 1.31 -1.30
C -4.95 1.34 1.49
Se -1.76 0.16 1.46
H -5.44 -1.41 -0.31
H -4.44 -1.84 1.08
H -3.76 -1.92 -0.55
H -4.29 1.61 -1.85
H -2.81 0.65 -1.95
H -2.81 2.20 -1.09
H -5.97 1.34 1.11
H -4.64 2.37 1.64
H -4.95 0.83 2.46
C 2.40 -4.85 0.41
N 1.48 -3.77 0.10
C 0.13 -3.95 -0.41
C -0.34 -2.50 -0.55
O -1.41 -2.11 -0.93
N 0.71 -1.69 -0.15
C 1.74 -2.47 0.21
N 2.90 -1.99 0.64
H 1.86 -5.79 0.34
H 2.79 -4.76 1.42
H 3.23 -4.88 -0.30
H -0.51 -4.50 0.27
H 0.13 -4.45 -1.38
H 3.05 -1.00 0.69
H 3.65 -2.61 0.90
*
```

Charges in e, computed with natural (NBO), in the same order as the atoms: atom 1 (Au): 0.80, atom 2 (Cl): 0.02, atom 3 (C): -0.05, atom 4 (C): -0.23, atom 5 (C): -0.16, atom 6 (C): -0.21, atom 7 (C): -0.03, atom 8 (Cl): 0.07, atom 9 (C): -0.25, atom 10 (S): -0.05, atom 11 (H): 0.24, atom 12 (H): 0.24, atom 13 (H): 0.25, atom 14 (C): -1.14, atom 15 (Si): 1.51, atom 16 (C): -1.13, atom 17 (C): -1.13, atom 18 (Se): -0.23, atom 19 (H): 0.25, atom 20 (H): 0.25, atom 21 (H): 0.27, atom 22 (H): 0.26, atom 23 (H): 0.26, atom 24 (H): 0.25, atom 25 (H): 0.26, atom 26 (H): 0.26, atom 27 (H): 0.25, atom 28 (C): -0.43, atom 29 (N): -0.37, atom 30 (C): -0.32, atom 31 (C): 0.68, atom 32 (O): -0.56, atom 33 (N): -0.72, atom 34 (C): 0.66, atom 35 (N): -0.76, atom 36 (H): 0.24, atom 37 (H): 0.22, atom 38 (H): 0.22, atom 39 (H): 0.25, atom 40 (H): 0.25, atom 41 (H): 0.43, atom 42 (H): 0.42


# 8
Entry from OMol25: C13H19Cl2LaN as an isolated structure (ωB97M-V/def2-TZVPD).

Calculated values
E_HOMO, hartree: -0.091
Relative energy (zero: lowest compared OMol25 entry of this formula, charge and spin), kcal per mole: 3.9
Orbital gap, eV: 5.13

ORCA input file:
```
! wB97M-V def2-TZVPD RIJCOSX def2/J DEFGRID3
* xyz -1 1
La -0.98 -0.27 -0.24
Cl -2.89 1.15 0.91
Cl 0.05 -2.66 0.19
C -2.18 -1.24 -1.67
H -1.87 -2.19 -2.10
H -3.24 -0.97 -1.78
C 0.09 0.06 -2.39
C -1.29 -0.01 -2.56
H 0.63 -0.89 -2.23
C -2.04 1.35 -2.44
H -1.51 -0.37 -3.57
C -1.38 2.32 -3.44
H -3.10 1.21 -2.65
H -1.97 1.76 -1.41
C 0.09 2.54 -3.10
H -1.46 1.89 -4.45
H -1.93 3.26 -3.45
C 0.89 1.26 -2.77
H 0.57 3.06 -3.94
H 0.15 3.22 -2.24
H 1.53 1.02 -3.63
H 1.59 1.49 -1.95
N 0.40 0.40 2.34
C 1.04 -0.60 3.10
C 0.27 -1.63 3.67
C 0.90 -2.61 4.44
C 2.29 -2.57 4.63
C 3.05 -1.56 4.04
C 2.43 -0.58 3.26
H -0.51 0.70 2.69
H 1.00 1.21 2.17
H -0.81 -1.66 3.48
H 0.30 -3.40 4.89
H 2.77 -3.34 5.24
H 4.13 -1.53 4.18
H 3.02 0.21 2.78
*
```

Charges in e, computed with Löwdin, in the same order as the atoms: atom 1 (La): 1.12, atom 2 (Cl): -0.31, atom 3 (Cl): -0.28, atom 4 (C): -0.42, atom 5 (H): 0.01, atom 6 (H): 0.02, atom 7 (C): -0.42, atom 8 (C): -0.58, atom 9 (H): 0.06, atom 10 (C): -0.24, atom 11 (H): 0.12, atom 12 (C): -0.21, atom 13 (H): 0.11, atom 14 (H): 0.02, atom 15 (C): -0.21, atom 16 (H): 0.11, atom 17 (H): 0.10, atom 18 (C): -0.26, atom 19 (H): 0.10, atom 20 (H): 0.10, atom 21 (H): 0.08, atom 22 (H): 0.08, atom 23 (N): 0.01, atom 24 (C): -0.35, atom 25 (C): -0.06, atom 26 (C): -0.09, atom 27 (C): -0.12, atom 28 (C): -0.10, atom 29 (C): -0.05, atom 30 (H): 0.05, atom 31 (H): 0.09, atom 32 (H): 0.11, atom 33 (H): 0.10, atom 34 (H): 0.09, atom 35 (H): 0.09, atom 36 (H): 0.11


no.,electronic energy (eV)
1,-19460.550
2,-16748.833
3,-18791.867
4,-29039.035
5,-31621.183
6,-134804.365
7,-133099.704
8,-41185.109